(1)
C35H37IrN6SSb2 | ωB97M-V/def2-TZVPD

```
82
Properties=species:S:1:pos:R:3:lowdin_charge:R:1
Ir 0.251 0.165 0.404 0.712
C -2.124 2.512 -2.407 -0.032
C -3.439 2.423 -1.956 -0.018
C -3.663 1.799 -0.758 0.015
C -2.604 1.257 -0.008 -0.315
N -1.347 1.233 -0.512 -0.060
C -1.146 1.904 -1.671 -0.208
N -2.947 0.909 1.271 0.129
C -2.091 0.751 2.225 -0.310
N -0.743 0.562 2.144 -0.058
C -0.262 0.326 3.413 -0.268
N 0.913 -0.056 3.760 0.193
C 1.884 -0.530 2.923 -0.315
C 3.081 -0.874 3.585 0.012
C 4.103 -1.505 2.933 -0.018
C 3.912 -1.834 1.588 -0.034
C 2.750 -1.450 0.985 -0.184
N 1.746 -0.759 1.590 -0.085
C -1.357 0.481 4.379 -0.097
C -1.387 0.393 5.756 0.021
C -2.630 0.534 6.365 -0.036
C -3.787 0.748 5.616 -0.041
C -3.744 0.841 4.230 0.009
C -2.505 0.697 3.634 -0.102
H -1.861 3.018 -3.325 0.126
H -4.256 2.861 -2.513 0.127
H -4.642 1.771 -0.301 0.124
H -0.133 1.910 -2.032 0.029
H 3.125 -0.644 4.639 0.129
H 5.014 -1.771 3.451 0.127
H 4.647 -2.391 1.023 0.123
H 2.580 -1.697 -0.048 0.025
H -0.487 0.226 6.331 0.125
H -2.704 0.477 7.442 0.118
H -4.733 0.853 6.130 0.116
H -4.635 1.027 3.645 0.118
C -0.034 -0.355 -3.614 -0.257
Sb 0.751 -1.153 -1.808 1.322
C 0.110 -3.149 -2.127 -0.292
C 2.771 -1.360 -2.560 -0.270
C 3.133 -0.174 -3.407 -0.298
C 3.003 -0.243 -4.792 -0.055
C 3.271 0.851 -5.598 -0.054
C 3.690 2.040 -5.026 -0.056
C 3.851 2.118 -3.651 -0.048
C 3.577 1.029 -2.825 -0.281
C 3.804 1.185 -1.342 -0.258
Sb 2.064 1.797 -0.238 1.377
C 1.541 3.581 -1.252 -0.253
C 2.867 2.512 1.585 -0.250
H 0.268 -1.051 -4.397 0.028
H 0.377 0.620 -3.859 0.018
H -1.121 -0.317 -3.577 0.026
H 0.540 -3.419 -3.091 0.023
H -0.976 -3.163 -2.161 0.005
H 0.455 -3.813 -1.340 0.015
H 2.787 -2.290 -3.129 0.079
H 3.506 -1.484 -1.764 0.050
H 2.695 -1.177 -5.249 0.122
H 3.168 0.769 -6.672 0.117
H 3.918 2.896 -5.646 0.116
H 4.224 3.036 -3.211 0.119
H 4.517 1.987 -1.147 0.080
H 4.215 0.286 -0.881 0.058
H 2.396 4.247 -1.130 0.033
H 0.660 4.035 -0.805 0.030
H 1.389 3.411 -2.316 0.018
H 3.629 3.260 1.367 0.028
H 3.325 1.682 2.121 0.005
H 2.083 2.955 2.196 0.028
S -1.349 -2.193 0.676 0.636
C -2.976 -2.725 0.607 -0.675
N -4.000 -1.858 0.814 0.076
C -5.306 -2.205 0.823 -0.041
C -5.674 -3.500 0.614 -0.031
C -4.658 -4.441 0.397 -0.016
C -3.337 -4.065 0.388 -0.070
H -3.749 -0.883 1.003 0.098
H -6.004 -1.401 1.011 0.139
H -6.717 -3.779 0.625 0.122
H -4.917 -5.479 0.233 0.127
H -2.548 -4.785 0.230 0.115
```

- Frontier orbital gap: 7.02 eV
- Charge: +2
- Calculated total energy: -72574.3943 eV

(2)
C35H38BCuN10S | ωB97M-V/def2-TZVPD

```
86
Properties=species:S:1:pos:R:3:lowdin_spin:R:1
Cu -0.751 1.942 -0.382 0.000
C 2.765 1.203 -0.990 0.000
C 2.155 0.515 0.187 0.001
C 2.795 -0.287 1.144 0.000
C 1.765 -0.833 1.878 0.000
N 0.604 -0.361 1.398 0.001
N 0.838 0.490 0.362 0.000
B -0.838 -0.651 1.893 0.004
N -1.786 -0.890 0.758 0.016
C -3.135 -1.055 0.842 0.026
C -3.945 -0.520 -0.130 0.000
C -3.315 0.460 -1.001 0.020
C -4.121 1.530 -1.678 0.005
N -2.006 0.523 -0.976 0.024
N -1.264 0.708 2.624 0.000
C -1.365 1.023 3.923 0.000
C -1.645 2.370 4.038 0.000
C -1.680 2.821 2.713 0.000
C -1.948 4.199 2.200 0.000
N -1.436 1.820 1.870 0.000
N -0.863 -1.821 2.917 0.001
C -1.791 -2.079 3.867 0.000
C -1.648 -3.386 4.269 0.000
C -0.593 -3.877 3.474 0.000
C -0.011 -5.253 3.432 0.000
N -0.141 -2.938 2.662 0.001
H 3.820 1.422 -0.813 0.000
H 2.236 2.120 -1.246 0.000
H 2.711 0.539 -1.857 0.000
H 3.847 -0.495 1.228 0.000
H 1.772 -1.546 2.681 0.000
H -3.532 -1.580 1.708 0.001
H -5.016 -0.662 -0.105 -0.001
H -5.171 1.511 -1.386 0.000
H -4.055 1.403 -2.760 0.002
H -3.708 2.510 -1.433 0.001
H -1.192 0.289 4.690 0.000
H -1.801 2.936 4.940 0.000
H -1.330 4.937 2.715 0.000
H -2.993 4.476 2.353 0.000
H -1.733 4.252 1.134 0.000
H -2.520 -1.343 4.159 0.000
H -2.220 -3.909 5.016 0.000
H -0.003 -5.712 4.421 0.000
H 1.010 -5.212 3.056 0.000
H -0.585 -5.902 2.767 0.000
S 0.202 3.909 -0.965 0.000
C 1.360 4.057 0.278 0.000
N 1.271 3.398 1.429 0.000
C 2.325 3.467 2.424 0.000
C 3.665 3.473 1.708 0.000
C 3.714 4.683 0.786 0.000
N 2.416 4.890 0.129 0.000
H 0.631 2.609 1.438 0.000
H 2.207 2.618 3.095 0.000
H 2.210 4.384 3.013 0.000
H 3.755 2.548 1.136 0.000
H 4.493 3.515 2.417 0.000
H 4.466 4.539 0.009 0.000
H 3.978 5.583 1.348 0.000
H 2.439 5.326 -0.778 0.000
C -1.459 -0.771 -0.634 0.080
C -0.832 -1.613 -1.381 0.258
C -0.288 -1.911 -2.617 0.170
C -1.137 -2.255 -3.742 0.037
C -0.689 -2.996 -4.855 0.047
C -1.538 -3.332 -5.894 0.004
C -2.881 -2.963 -5.872 0.073
C -3.351 -2.259 -4.766 0.003
C -2.507 -1.915 -3.727 0.053
C 1.169 -1.929 -2.717 0.024
C 1.854 -1.536 -3.884 0.035
C 3.237 -1.520 -3.943 0.001
C 4.002 -1.895 -2.842 0.048
C 3.342 -2.272 -1.676 0.003
C 1.960 -2.279 -1.608 0.039
H 0.340 -3.332 -4.889 0.003
H -1.146 -3.905 -6.728 -0.002
H -3.542 -3.227 -6.687 0.006
H -4.395 -1.971 -4.712 -0.002
H -2.894 -1.374 -2.873 0.005
H 1.280 -1.216 -4.745 0.001
H 3.722 -1.200 -4.859 -0.001
H 5.084 -1.891 -2.891 0.004
H 3.912 -2.563 -0.802 -0.001
H 1.454 -2.561 -0.691 0.006
```

- 2S+1: 2
- Frontier orbital gap (alpha / beta): 3.41 / 5.94 eV
- Charge: -1
- Calculated total energy: -107967.5593 eV

(3)
C35H38Br2MgN6O3PS4 | ωB97M-V/def2-TZVPD

```
90
Properties=species:S:1:pos:R:3:lowdin_spin:R:1
Mg -0.325 -1.219 -2.010 0.002
C -6.161 -3.184 0.430 0.000
C -5.221 -2.201 -0.216 0.000
O -3.873 -2.683 -0.010 0.000
P -2.645 -1.687 -0.242 0.000
S -1.009 -2.776 -0.006 0.000
S -2.855 -0.628 -1.897 0.003
O -2.805 -0.622 0.953 0.000
C -2.508 -0.937 2.334 0.000
C -3.720 -1.503 3.047 0.000
H -7.193 -2.865 0.267 0.000
H -5.982 -3.246 1.505 0.000
H -6.029 -4.178 -0.001 0.000
H -5.328 -1.205 0.216 0.000
H -5.400 -2.124 -1.287 0.000
H -2.200 0.004 2.786 0.000
H -1.666 -1.623 2.375 0.000
H -4.577 -0.837 2.925 0.000
H -3.506 -1.604 4.114 0.000
H -3.977 -2.486 2.650 0.000
Br 1.031 2.344 -7.540 0.007
C 0.638 1.395 -5.955 0.058
C 0.512 2.115 -4.745 0.106
C 0.242 1.380 -3.619 0.010
N 0.100 0.038 -3.593 0.145
C 0.193 -0.659 -4.797 0.133
C 0.481 0.052 -6.000 0.044
C -0.023 -2.064 -4.755 0.121
C 0.037 -2.904 -5.904 0.048
C -0.198 -4.231 -5.766 0.050
Br -0.112 -5.356 -7.280 0.005
C -0.511 -4.803 -4.514 0.105
C -0.557 -3.945 -3.444 0.008
N -0.316 -2.621 -3.517 0.136
H 0.612 3.191 -4.707 0.008
H 0.126 1.885 -2.665 -0.002
H 0.566 -0.471 -6.943 0.001
H 0.263 -2.496 -6.879 0.001
H -0.717 -5.858 -4.402 0.008
H -0.808 -4.322 -2.459 -0.002
C 0.056 2.367 5.051 0.000
C 1.058 2.875 4.012 0.000
C 0.992 2.119 2.696 0.000
N -0.300 2.379 2.066 0.000
C -0.686 1.928 0.874 0.000
S 0.237 0.902 -0.074 0.000
N -1.930 2.320 0.427 0.000
C -2.813 3.295 0.911 0.000
O -4.000 3.156 0.756 0.000
C -2.247 4.526 1.554 0.000
C -2.935 5.087 2.622 0.000
C -2.470 6.258 3.207 0.000
C -1.333 6.879 2.707 0.000
C -0.656 6.329 1.623 0.000
C -1.110 5.150 1.048 0.000
H 0.159 2.912 5.991 0.000
H 0.219 1.305 5.258 0.000
H -0.980 2.485 4.718 0.000
H 2.073 2.766 4.397 0.000
H 0.903 3.945 3.825 0.000
H 1.105 1.048 2.855 0.000
H 1.794 2.421 2.025 0.000
H -0.896 3.045 2.532 0.000
H -2.344 1.666 -0.230 0.000
H -3.833 4.599 2.983 0.000
H -3.002 6.690 4.047 0.000
H -0.980 7.801 3.153 0.000
H 0.225 6.820 1.225 0.000
H -0.591 4.720 0.196 0.000
S 6.244 -2.421 -0.834 0.000
C 4.516 -2.080 -1.128 0.001
C 3.583 -3.104 -1.134 0.000
C 2.254 -2.790 -1.355 0.001
N 1.827 -1.543 -1.576 0.003
C 2.737 -0.562 -1.593 0.001
C 4.085 -0.785 -1.371 0.000
C 6.214 -2.320 0.951 0.000
C 6.421 -1.105 1.589 0.000
C 6.382 -1.073 2.976 0.000
N 6.158 -2.150 3.736 0.000
C 5.970 -3.314 3.105 0.000
C 5.991 -3.451 1.722 0.000
H 3.882 -4.132 -0.967 0.000
H 1.494 -3.564 -1.349 0.000
H 2.374 0.438 -1.803 0.000
H 4.787 0.039 -1.386 0.000
H 6.613 -0.205 1.016 0.000
H 6.542 -0.136 3.505 0.000
H 5.794 -4.181 3.737 0.000
H 5.839 -4.419 1.257 0.000
```

- 2S+1: 2
- Frontier orbital gap (alpha / beta): 4.84 / 7.98 eV
- Calculated total energy: -250161.8915 eV

(4)
C35H38Br4F10N3O5SSiW | ωB97M-V/def2-TZVPD

```
98
Properties=species:S:1:pos:R:3:lowdin_charge:R:1
W -0.156 -0.597 -1.357 1.854
C -2.549 3.242 -3.772 -0.057
N -2.357 1.839 -3.467 -0.233
C -2.448 0.933 -4.581 -0.156
C -1.103 0.726 -5.276 -0.029
N -0.251 -0.181 -4.455 -0.046
C 0.406 -1.240 -4.836 -0.052
C 0.888 -1.430 -6.201 -0.176
F 0.272 -0.789 -7.196 0.119
C 2.048 -2.041 -6.510 -0.139
F 2.463 -1.896 -7.760 0.161
C 2.996 -2.776 -5.665 -0.200
F 4.248 -2.549 -6.058 0.099
C 2.698 -3.495 -4.584 -0.167
F 1.035 -4.432 -3.196 0.013
C 0.901 -2.171 -3.839 -0.138
F -1.380 -1.668 -2.280 -0.409
C -2.886 1.390 -2.204 -0.192
C -2.098 1.950 -1.036 -0.170
N -0.682 1.513 -1.023 -0.032
C 0.258 2.165 -0.367 -0.180
C -0.004 3.266 0.584 -0.112
F -0.875 4.198 0.162 0.105
C 0.491 3.412 1.809 -0.095
F -0.007 4.463 2.485 0.111
C 1.408 2.590 2.698 -0.344
F 0.543 1.877 3.549 0.018
C 1.812 0.817 0.795 -0.397
F 2.744 -0.134 0.482 0.079
C 1.581 1.689 -0.405 -0.005
F 1.525 0.636 -1.478 -0.148
H -3.586 3.572 -3.610 0.096
H -2.308 3.428 -4.819 0.089
H -1.894 3.883 -3.178 0.085
H -3.158 1.270 -5.346 0.135
H -2.797 -0.044 -4.237 0.131
H -0.577 1.674 -5.386 0.145
H -1.229 0.257 -6.243 0.124
H -2.858 0.300 -2.174 0.081
H -3.942 1.669 -2.058 0.138
H -2.552 1.640 -0.095 0.089
H -2.120 3.032 -1.089 0.112
Br 5.212 -4.703 -1.413 0.760
C 3.691 -3.960 -2.266 -0.662
C 3.677 -4.046 -3.616 -0.625
Br 4.988 -5.042 -4.546 0.858
C 1.226 -3.586 -4.241 -0.714
Br 0.048 -4.337 -5.604 0.944
C 1.215 -1.758 -2.617 -0.045
O -0.187 0.261 -3.195 -0.233
C 1.697 -2.517 -1.510 -0.416
O 0.880 -2.018 -0.525 -0.296
C 2.724 -3.354 -1.292 -0.569
Br 2.826 -3.882 0.528 0.853
C -3.358 2.509 2.563 -0.011
C -2.688 1.271 3.131 -0.603
C -3.645 0.088 3.137 -0.025
C -2.165 1.551 4.531 -0.013
O -1.565 0.973 2.256 -0.155
Si -0.778 -0.374 1.843 -0.038
S -1.863 -1.233 0.242 0.575
O -0.231 -1.311 2.992 -0.109
C -0.453 -2.431 3.881 -0.609
C 0.859 -3.191 3.940 -0.017
C -1.554 -3.299 3.293 -0.024
C -0.832 -1.876 5.243 -0.016
O 0.562 0.057 0.870 -0.208
C 2.357 1.557 2.041 -0.337
C 2.159 3.556 3.612 0.020
C 3.618 2.293 1.544 -0.006
C 2.754 0.509 3.091 0.014
H -4.150 2.842 3.236 0.101
H -3.809 2.305 1.591 0.081
H -2.636 3.320 2.458 0.087
H -4.531 0.325 3.726 0.102
H -3.178 -0.794 3.587 0.060
H -3.964 -0.160 2.122 0.079
H -3.001 1.622 5.229 0.101
H -1.610 2.488 4.557 0.086
H -1.502 0.753 4.866 0.066
H 1.104 -3.585 2.953 0.048
H 0.777 -4.024 4.640 0.098
H 1.667 -2.538 4.272 0.091
H -1.283 -3.627 2.287 0.086
H -2.503 -2.761 3.246 0.074
H -1.703 -4.183 3.914 0.102
H -0.147 -1.075 5.526 0.094
H -0.773 -2.661 5.997 0.098
H -1.851 -1.484 5.243 0.076
H 1.453 3.988 4.316 0.102
H 2.620 4.364 3.047 0.108
H 2.928 3.031 4.171 0.089
H 3.371 3.176 0.954 0.100
H 4.219 1.637 0.919 0.102
H 4.222 2.590 2.399 0.094
H 1.900 -0.059 3.453 0.074
H 3.229 0.994 3.942 0.095
H 3.475 -0.182 2.659 0.103
```

- Frontier orbital gap: 6.12 eV
- Charge: +1
- Calculated total energy: -379494.2136 eV